The molecule C5H8O. Source: OMol25; level of theory: the ωB97M-V functional and the def2-TZVPD basis.

Computed properties:
LUMO level ... 0.934 eV
HOMO level ... -8.5513 eV
SMILES ... CC=C=COC
Spin multiplicity ... 1
Gap between HOMO and LUMO ... 9.49 eV

The geometry in XYZ format:
```
14
C5H8O | OMol25 | the ωB97M-V functional and the def2-TZVPD basis
C -2.209 0.124 0.064
O -2.033 -0.823 -0.975
C -0.843 -0.794 -1.615
C 0.221 -0.137 -1.204
C 1.250 -0.247 -0.399
C 2.280 0.688 0.127
H -2.370 1.103 -0.390
H -3.096 -0.186 0.608
H -1.359 0.187 0.745
H 1.348 -1.244 0.033
H -0.833 -1.393 -2.518
H 2.100 0.773 1.205
H 3.263 0.222 0.009
H 2.286 1.685 -0.310
```

---

A structure of composition C18H21BCuN9OSSe. Source: OMol25; level of theory: the ωB97M-V functional and the def2-TZVPD basis.

Computed properties:
LUMO level ... -1.241 eV
HOMO level ... -6.8576 eV
Spin multiplicity ... 1
Gap between HOMO and LUMO ... 5.62 eV

The geometry in XYZ format:
```
53
C18H21BCuN9OSSe | OMol25 | the ωB97M-V functional and the def2-TZVPD basis
Cu 0.131 0.044 0.085
C 2.815 -3.258 0.690
C 2.489 -1.910 0.877
N 1.327 -1.626 0.306
N 0.881 -2.765 -0.256
C 1.754 -3.759 -0.038
B -0.492 -2.818 -0.971
N -1.620 -2.447 0.006
C -2.610 -3.232 0.466
C -3.390 -2.486 1.324
C -2.781 -1.224 1.321
N -1.720 -1.209 0.530
N -0.531 -1.852 -2.181
C -0.716 -2.182 -3.469
C -0.813 -1.024 -4.211
C -0.682 -0.008 -3.258
N -0.509 -0.510 -2.041
H 3.684 -3.787 1.034
H 3.029 -1.137 1.400
H 1.557 -4.748 -0.414
H -0.662 -3.940 -1.372
H -2.685 -4.257 0.148
H -4.266 -2.803 1.861
H -3.069 -0.330 1.852
H -0.778 -3.217 -3.760
H -0.970 -0.930 -5.270
H -0.722 1.062 -3.397
Se 3.796 3.094 2.371
N 4.647 3.263 0.823
C 3.881 2.691 -0.081
C 4.200 2.603 -1.476
C 3.310 1.969 -2.265
C 2.103 1.417 -1.704
N 1.752 1.471 -0.455
C 2.642 2.112 0.392
N 2.423 2.216 1.684
H 5.122 3.030 -1.844
H 3.475 1.849 -3.326
H 1.422 0.889 -2.364
O -0.259 0.803 2.210
S -1.113 1.540 3.187
C -0.485 1.074 4.823
C 0.727 1.953 5.085
C 0.276 3.356 4.683
C -0.373 3.208 3.310
H -0.285 0.005 4.755
H -1.282 1.247 5.549
H 1.552 1.620 4.451
H 1.053 1.898 6.125
H 1.093 4.078 4.658
H -0.454 3.722 5.409
H 0.373 3.176 2.515
H -1.123 3.962 3.076
```

---

A cluster of 2 separate species, FHN6 in total at a distorted geometry. Source: OMol25; level of theory: the ωB97M-V functional and the def2-TZVPD basis.

Computed properties:
LUMO level ... -0.951 eV
HOMO level ... -10.1301 eV
Spin multiplicity ... 1
Gap between HOMO and LUMO ... 9.18 eV

The geometry in XYZ format:
```
8
FHN6 | OMol25 | the ωB97M-V functional and the def2-TZVPD basis
N -2.849 0.009 -1.718
N 1.554 1.886 1.622
N -2.012 -0.404 -1.069
N 1.607 0.991 0.916
N -1.069 -0.906 -0.550
N 1.837 0.249 0.005
F 1.659 -1.073 0.360
H -0.728 -0.752 0.434
```